[1]
Formula: C34H72N9O5
Source: the OMol25 dataset
Level of theory: the ωB97M-V functional and the def2-TZVPD basis

Last column: Mulliken charge in e.
Element x y z (Å)
O: 51.832 49.767 97.370  -0.53
O: 55.456 54.965 100.231  -0.40
O: 59.104 47.860 105.935  -0.55
O: 62.350 50.628 95.485  -0.56
O: 59.932 51.013 101.896  -0.34
N: 59.159 54.492 101.003  -0.57
N: 59.219 47.119 94.670  -0.56
N: 63.434 52.955 96.563  -0.56
N: 54.917 52.917 95.344  -0.33
N: 58.069 52.700 91.783  -0.43
N: 58.693 46.876 99.031  -0.47
N: 58.402 56.173 96.844  -0.37
N: 58.189 52.103 97.776  1.58
N: 55.771 48.671 96.003  -0.05
C: 54.086 55.467 100.094  -0.31
C: 62.457 49.278 93.449  -0.74
C: 53.015 50.442 97.753  0.58
C: 58.296 48.158 103.720  -0.67
C: 57.864 53.657 92.365  0.35
C: 54.888 48.452 95.328  0.19
C: 58.125 51.343 96.547  -1.18
C: 59.579 52.832 97.586  -0.04
C: 58.720 52.074 95.375  1.01
C: 56.823 49.747 100.655  -1.39
C: 57.117 50.171 99.160  0.76
C: 59.440 47.805 104.592  -0.34
C: 57.498 54.981 93.148  -0.53
C: 53.801 47.989 94.355  -0.96
C: 65.602 53.400 95.045  -1.14
C: 57.940 46.504 98.238  0.46
C: 56.875 45.952 97.233  -0.66
C: 58.155 56.621 97.853  0.49
C: 57.959 57.247 99.213  -0.71
C: 62.829 50.540 94.083  0.07
C: 64.333 53.208 95.858  0.66
C: 59.793 52.965 96.084  -0.28
C: 60.314 49.081 103.081  -0.83
C: 52.381 53.774 94.852  -0.91
C: 53.872 55.353 98.500  -0.60
C: 58.654 47.876 93.851  0.53
C: 57.915 48.841 92.941  -0.53
C: 52.621 50.959 99.199  -1.56
C: 58.271 51.289 99.010  -1.05
C: 57.186 53.168 97.793  0.08
C: 60.626 49.818 101.990  -0.57
C: 60.271 54.114 100.823  0.70
C: 61.668 53.608 100.683  -0.90
C: 53.866 53.282 95.143  0.38
H: 65.555 54.283 94.350  0.29
H: 65.944 52.502 94.728  0.36
H: 58.628 49.918 92.819  0.10
H: 57.117 50.917 96.341  -0.14
H: 57.734 49.261 101.123  -0.36
H: 57.547 47.388 103.864  0.50
H: 53.481 54.756 100.721  0.25
H: 54.679 55.889 97.947  0.24
H: 62.709 48.333 93.989  0.32
H: 62.781 49.454 92.468  0.38
H: 60.498 52.133 98.132  0.17
H: 54.051 54.369 98.002  -0.06
H: 54.052 56.479 100.469  0.32
H: 58.072 49.279 104.084  0.15
H: 58.737 50.549 96.680  0.93
H: 59.692 54.067 95.727  0.22
H: 62.833 51.357 95.897  0.26
H: 57.775 48.387 91.930  0.38
H: 53.514 51.371 97.341  -0.01
H: 62.179 54.361 101.154  0.45
H: 52.846 55.719 98.297  0.39
H: 60.200 48.549 104.522  0.22
H: 53.839 49.729 97.926  -0.03
H: 61.599 50.034 102.023  0.56
H: 51.985 51.814 99.102  0.42
H: 60.579 49.250 101.050  0.38
H: 52.249 54.757 95.404  0.25
H: 58.366 52.037 99.935  0.04
H: 57.048 49.080 93.260  0.08
H: 58.339 58.217 99.360  0.38
H: 56.614 50.642 101.237  0.45
H: 60.888 52.518 95.739  -0.14
H: 52.250 50.139 99.930  0.32
H: 56.148 52.770 98.052  0.07
H: 57.025 53.810 96.601  -0.21
H: 59.327 50.915 99.214  0.10
H: 56.805 44.870 97.078  0.36
H: 52.363 54.123 93.881  0.40
H: 59.475 48.633 102.909  0.11
H: 56.034 46.350 97.522  0.33
H: 62.218 51.457 93.505  0.14
H: 57.457 49.254 98.706  0.00
H: 61.309 49.307 93.324  -0.09
H: 56.881 55.713 92.555  0.38
H: 59.155 51.609 94.454  0.19
H: 66.320 53.669 95.674  0.43
H: 58.293 56.545 99.830  0.13
H: 60.945 47.996 103.168  0.23
H: 53.354 48.990 93.939  0.27
H: 59.444 53.887 98.077  0.25
H: 56.915 46.573 96.287  -0.01
H: 56.342 50.509 98.534  -0.19
H: 60.077 49.683 104.053  0.17
H: 57.400 54.031 98.393  -0.14
H: 58.060 52.922 94.895  -0.99
H: 58.452 48.131 102.619  0.20
H: 59.845 51.577 102.771  0.28
H: 56.012 55.275 100.955  0.23
H: 61.893 53.483 99.646  0.19
H: 51.751 49.798 96.508  0.26
H: 59.896 46.632 104.444  0.29
H: 52.983 47.438 95.046  0.32
H: 63.768 50.993 94.165  0.12
H: 51.676 52.962 95.177  0.27
H: 56.920 57.360 99.397  0.17
H: 54.255 47.134 93.745  0.35
H: 61.872 52.677 101.079  0.19
H: 59.670 47.269 106.486  0.36
H: 55.983 49.164 100.703  0.76
H: 58.415 55.470 93.392  0.25
H: 56.837 54.628 94.135  0.03
H: 53.341 51.302 99.755  0.51

The charge is +1. For the highest occupied orbital energy, the calculation gives -10.5 eV. The value obtained for the total energy is -2206.6762 Ha. The spin multiplicity is 1.

[2]
Formula: CH5IN2S
Source: the OMol25 dataset
Level of theory: the ωB97M-V functional and the def2-TZVPD basis

Last column: Mulliken charge in e.
Element x y z (Å)
I: -2.665 0.828 0.051  -0.20
S: -0.766 -0.879 -0.348  0.25
N: 0.395 -0.183 0.489  -0.25
N: -1.120 -2.102 0.477  -0.53
C: 1.097 1.173 -0.407  -0.76
H: -1.348 -2.919 0.064  0.25
H: 0.961 -0.374 1.291  0.28
H: 0.721 1.035 -1.337  0.33
H: 0.581 2.077 0.025  0.30
H: 2.143 1.345 -0.305  0.32

For the highest occupied orbital energy, the calculation gives -8.6 eV. The value obtained for the total energy is -846.3787 Ha. Its energy relative to the best compared isomer or geometry (same formula, charge and spin) is 42.3 kcal/mol. The spin multiplicity is 1.

[3]
Formula: C4H10N2O
Source: the OMol25 dataset
Level of theory: the ωB97M-V functional and the def2-TZVPD basis

Last column: Löwdin spin population.
Element x y z (Å)
O: 1.107 1.123 0.427  0.29
N: 0.197 -0.464 -0.912  0.44
N: -0.493 0.183 2.635  0.01
C: 0.964 0.098 -1.992  0.06
C: -0.763 -1.444 -1.257  0.06
C: -1.018 0.351 1.172  0.03
C: 0.099 0.467 0.094  0.00
H: 0.386 0.809 -2.577  0.03
H: 1.140 -0.742 -2.577  0.01
H: 1.957 0.501 -1.609  0.02
H: -1.743 1.198 1.056  0.00
H: 0.426 0.820 2.627  0.00
H: -1.678 -1.307 -0.748  0.01
H: -0.891 -1.342 -2.348  0.01
H: -1.525 -0.550 0.884  0.00
H: -0.060 -0.764 2.760  0.00
H: -0.498 -2.463 -1.048  0.03

The charge is +1. For the highest occupied orbital energy (alpha / beta), the calculation gives -14.4 / -14.3 eV. The value obtained for the total energy is -342.7756 Ha. Its energy relative to the best compared isomer or geometry (same formula, charge and spin) is 58.4 kcal/mol. The spin multiplicity is 2.

[4]
Formula: C72H84B4F40N12P4
Source: the OMol25 dataset
Level of theory: the ωB97M-V functional and the def2-TZVPD basis

Last column: Mulliken charge in e.
Element x y z (Å)
P: 6.343 5.605 -4.131  1.26
P: -3.684 2.771 1.245  1.60
P: -1.424 3.491 -4.283  1.33
P: 5.394 -3.513 2.045  1.58
F: 0.156 -2.987 -5.496  -0.39
F: 5.000 6.582 -4.178  -0.40
F: 1.468 -5.693 2.611  -0.30
F: 1.707 -3.933 1.175  -0.06
F: -3.069 3.306 -0.071  -0.49
F: 1.507 0.206 6.905  -0.42
F: -4.644 -2.976 2.745  -0.33
F: 6.408 -4.828 2.087  -0.38
F: -1.958 2.025 -4.135  -0.37
F: -4.553 -1.526 4.490  0.03
F: 4.385 -2.249 2.150  -0.19
F: -2.193 3.018 1.905  -0.43
F: -0.181 -0.083 5.496  -0.04
F: -4.740 -3.768 4.756  -0.27
F: -2.719 3.952 -5.112  -0.22
F: -3.285 1.226 0.910  -0.34
F: -4.249 2.130 2.654  -0.39
F: -4.167 4.284 1.791  -0.45
F: -0.695 5.012 -4.515  -0.44
F: 4.118 -4.460 2.386  -0.59
F: -0.103 3.024 -3.452  -0.23
F: -6.455 -2.499 3.997  -0.31
F: 7.547 4.652 -4.152  -0.39
F: 6.614 -2.559 1.791  -0.35
F: -1.419 -1.654 -4.484  -0.44
F: -0.079 -3.086 -3.300  0.00
F: 0.675 -1.170 -4.224  -0.22
F: 5.054 -3.793 0.492  -0.43
F: 6.557 6.066 -2.669  -0.39
F: 7.253 6.793 -4.757  -0.36
F: 1.838 -3.621 3.508  0.22
F: -0.137 -4.006 2.439  -0.24
F: 5.926 5.040 -5.618  -0.30
F: -2.063 4.086 -3.017  -0.44
F: -0.844 3.128 -5.760  -0.47
F: 1.695 0.575 4.698  -0.30
F: 5.374 4.351 -3.572  -0.41
F: 5.537 -3.355 3.702  -0.35
F: 1.560 -1.515 5.460  0.03
F: -5.154 2.596 0.566  -0.41
N: 5.375 1.514 -1.963  0.29
N: -0.320 -1.000 1.076  1.07
N: 3.185 0.890 -7.660  0.11
N: 5.411 -6.782 4.020  0.29
N: 4.050 -2.075 8.779  0.06
N: -1.430 2.518 5.512  0.41
N: -5.295 5.126 -2.047  0.14
N: 4.034 7.610 -6.873  0.12
N: -5.115 -6.265 2.493  0.14
N: -4.939 2.744 -8.603  0.06
N: -8.045 0.213 6.023  0.11
N: 0.861 -5.628 -0.993  0.28
C: -5.235 6.050 -3.006  0.14
C: 4.350 2.972 -7.841  -0.58
C: -7.477 0.715 7.159  -0.39
C: -2.166 2.900 6.615  -0.76
C: 1.873 0.057 -0.132  2.05
C: 5.523 0.600 -1.007  -0.55
C: -4.570 4.587 -7.122  -0.72
C: 4.185 2.012 -2.362  -0.81
C: -6.086 0.636 4.766  -0.47
C: -0.294 -6.589 0.763  -0.70
C: 4.622 -3.188 9.271  -0.27
C: -0.295 -5.447 -1.630  -1.11
C: 4.603 8.901 -6.408  -0.93
C: 3.027 7.036 -6.140  -0.51
C: -5.126 -6.640 1.205  -0.58
C: -4.486 2.083 -9.901  -0.93
C: -5.298 3.426 -3.589  -0.59
C: 5.916 -7.543 2.812  -0.91
C: -5.060 5.544 -0.663  -0.97
C: -3.962 -6.606 0.481  -0.72
C: 4.542 7.039 -8.006  -0.26
C: 0.848 -1.004 1.749  -2.40
C: -1.510 -6.194 0.260  1.32
C: -4.026 1.552 5.894  0.57
C: -9.399 -0.323 6.159  -0.97
C: 2.962 1.498 -1.857  -1.09
C: 4.880 -5.004 6.028  0.34
C: 4.610 -3.939 7.019  0.79
C: -5.384 4.363 -4.679  1.06
C: 6.629 2.074 -2.564  -0.68
C: 3.211 -0.599 -7.709  -0.87
C: 6.137 -5.619 5.970  -0.89
C: 3.129 0.593 -0.801  1.25
C: -3.965 -5.973 3.105  -0.33
C: -1.628 -1.329 1.741  -0.54
C: -1.909 1.611 4.660  -0.53
C: 1.938 2.862 -7.515  -1.08
C: -6.204 1.198 7.088  -1.05
C: 4.353 0.168 -0.347  -0.53
C: 3.125 3.602 -7.729  1.13
C: -0.138 3.135 5.257  -1.13
C: 0.888 -6.355 0.126  -0.59
C: 2.094 -4.998 -1.413  -0.54
C: 4.229 -6.220 4.061  -0.91
C: -0.402 -0.396 -0.134  -0.65
C: 3.558 -1.074 9.774  -0.83
C: 3.940 -5.246 5.005  -0.92
C: 4.844 -4.203 8.340  -0.83
C: -6.278 -6.130 3.375  -1.09
C: -4.427 3.955 -8.343  -0.29
C: -2.741 -6.327 1.102  0.74
C: -5.332 3.952 -6.110  0.67
C: 6.378 -6.563 4.982  -0.56
C: -7.403 0.167 4.840  -0.47
C: 1.938 -0.395 1.209  -0.90
C: -3.218 1.114 4.844  0.53
C: 4.096 5.745 -8.405  -0.79
C: -5.448 1.119 5.911  1.55
C: 4.232 -2.688 6.543  -0.33
C: 0.691 0.067 -0.812  -1.55
C: 3.859 -1.769 7.493  -0.68
C: 2.657 5.763 -6.531  -1.17
C: -2.769 -5.980 2.450  -0.39
C: -5.326 3.804 -2.258  -0.88
C: -5.762 2.154 -7.691  -0.41
C: -5.948 2.733 -6.454  -0.60
C: -1.511 -5.630 -1.025  -1.16
C: -3.437 2.434 6.841  -1.07
C: -5.469 5.712 -4.340  -0.62
C: 4.359 1.552 -7.786  -0.47
C: 3.214 5.034 -7.582  0.83
C: 1.956 1.481 -7.508  -0.12
B: -5.121 -2.639 3.961  -0.06
B: -0.137 -2.214 -4.382  0.18
B: 1.259 -4.300 2.444  -0.30
B: 1.186 -0.242 5.605  -0.06
H: 5.691 8.943 -6.455  0.39
H: -5.862 1.535 8.108  0.27
H: 4.211 9.682 -7.036  0.42
H: -4.100 5.190 -0.295  0.37
H: 1.846 -6.612 0.516  0.55
H: 3.071 -0.785 -8.768  0.37
H: 4.023 -2.520 5.493  0.59
H: 5.597 -8.633 3.004  0.32
H: 7.040 -7.459 2.754  0.35
H: 1.956 5.254 -5.934  0.86
H: 4.303 9.047 -5.344  0.26
H: 5.297 -5.132 8.565  0.65
H: 4.201 -0.933 -7.426  0.32
H: 2.005 1.756 -2.253  0.78
H: -5.978 -5.851 4.357  0.35
H: -10.006 0.264 6.855  0.39
H: 2.413 -0.961 -7.073  0.27
H: -0.272 -7.108 1.668  0.57
H: 3.540 -1.573 10.734  0.28
H: 0.962 3.305 -7.480  0.68
H: 4.373 -0.670 0.398  0.25
H: -0.257 -5.008 -2.572  1.05
H: -1.603 -2.374 2.035  -0.13
H: -1.416 -0.235 -0.477  0.66
H: 3.054 -4.692 4.880  0.94
H: -2.398 -5.405 -1.592  0.55
H: -9.400 -1.411 6.351  0.33
H: -5.587 3.163 -1.468  0.70
H: 5.446 -7.100 1.973  0.32
H: -2.377 -0.934 1.076  0.44
H: 2.785 -4.968 -0.574  0.00
H: 5.280 0.984 -7.846  0.44
H: -6.506 2.192 -5.667  0.54
H: -6.840 -5.260 2.981  0.38
H: -5.319 2.358 -3.879  0.40
H: 4.709 -3.216 10.378  0.33
H: -5.770 4.994 -0.013  0.33
H: 6.555 0.336 -0.728  0.46
H: 2.562 -0.775 9.427  0.31
H: -6.184 1.176 -7.996  0.43
H: 0.368 2.922 6.177  0.42
H: -0.229 4.183 5.162  0.38
H: 7.453 2.082 -1.852  0.38
H: -1.625 -0.744 2.674  -0.21
H: -7.935 -0.229 3.999  0.41
H: -9.831 -0.241 5.146  0.34
H: 4.188 2.827 -3.126  0.84
H: 5.317 3.531 -7.877  0.38
H: -1.588 3.491 7.308  0.47
H: -6.814 -7.047 3.255  0.44
H: -5.513 0.678 3.885  0.64
H: 6.930 -5.365 6.606  0.69
H: -6.040 -6.798 0.713  0.49
H: -5.390 1.744 -10.355  0.39
H: -4.000 5.442 -6.880  0.43
H: -4.054 2.842 -10.495  0.33
H: 5.235 7.566 -8.621  0.50
H: 2.595 -5.604 -2.169  0.36
H: 1.842 -4.009 -1.644  0.34
H: 2.793 7.554 -5.251  0.45
H: 0.327 2.737 4.430  0.35
H: -8.102 0.732 8.042  0.44
H: -3.877 1.245 -9.612  0.35
H: 3.518 -0.752 7.181  0.58
H: 3.525 -6.403 3.287  1.22
H: 1.142 0.795 -7.249  0.51
H: -4.013 -5.542 4.109  0.52
H: 2.860 -0.378 1.782  0.99
H: -5.217 6.677 -0.564  0.30
H: 4.567 5.290 -9.301  0.57
H: -5.001 7.033 -2.573  0.35
H: -3.869 -6.920 -0.577  0.47
H: 7.362 -7.045 4.933  0.36
H: -1.893 -5.478 2.903  0.29
H: 6.489 3.105 -2.826  0.02
H: 6.824 1.528 -3.441  0.36
H: 0.867 -1.429 2.740  1.38
H: 4.276 -0.273 9.746  0.35
H: -5.572 6.463 -5.172  0.49
H: 0.587 0.304 -1.849  0.53
H: -3.985 2.803 7.684  0.51
H: -3.722 4.332 -9.063  0.35
H: -3.525 0.258 4.244  0.32
H: -1.278 1.384 3.849  0.49

The charge is +4. For the highest occupied orbital energy, the calculation gives -15.9 eV. The value obtained for the total energy is -8911.1174 Ha. The spin multiplicity is 1.